No. 1
# C57H135AsF6N9O10

A structure of composition C57H135AsF6N9O10 at a distorted geometry (ωB97M-V with the def2-TZVPD basis set, the OMol25 dataset).

Structure (ORCA input):
```
! wB97M-V def2-TZVPD RIJCOSX def2/J DEFGRID3
* xyz 0 2
As -0.046 1.497 -0.795
F -0.157 -0.079 -1.740
F -1.129 0.940 0.533
F 0.071 3.144 0.021
F 1.009 2.125 -2.116
F -1.503 2.026 -1.716
F 1.420 0.919 0.001
C -3.440 0.720 2.478
C -4.400 -0.377 2.936
C -4.201 -1.505 1.946
C -4.718 -2.880 2.404
C -4.204 -3.225 3.802
C -4.555 -2.129 4.841
N -4.067 -0.846 4.308
O -4.074 0.134 5.280
C -6.070 -2.174 5.210
C -3.758 -2.473 6.130
C -5.831 0.331 2.741
H -3.468 1.642 3.059
H -3.600 0.955 1.426
H -2.404 0.393 2.566
H -4.754 -1.274 1.035
H -3.210 -1.723 1.547
H -4.449 -3.655 1.686
H -5.806 -2.934 2.442
H -3.123 -3.351 3.744
H -4.709 -4.158 4.055
H -6.394 -1.204 5.589
H -6.611 -2.281 4.270
H -6.372 -2.938 5.926
H -4.054 -3.430 6.560
H -2.708 -2.425 5.840
H -3.823 -1.750 6.943
H -6.628 -0.389 2.926
H -5.921 0.581 1.684
H -6.045 1.164 3.411
H -3.144 0.177 5.517
C -0.256 6.155 1.968
C -1.009 5.880 3.304
C -1.283 4.352 3.406
C -0.104 3.477 3.842
C 0.389 4.091 5.231
C 0.789 5.600 5.224
N -0.269 6.377 4.566
O 0.001 7.726 4.568
C 0.994 6.035 6.664
C 2.191 5.578 4.579
C -2.429 6.600 3.241
H 0.315 7.080 1.891
H -1.015 6.222 1.189
H 0.428 5.325 1.790
H -2.144 4.201 4.057
H -1.510 3.993 2.402
H 0.623 3.478 3.031
H -0.384 2.427 3.925
H 1.266 3.465 5.402
H -0.348 3.869 6.003
H 0.042 6.041 7.195
H 1.610 5.409 7.308
H 1.207 7.104 6.687
H 2.843 4.909 5.140
H 2.267 5.283 3.532
H 2.593 6.590 4.544
H -3.110 6.162 2.511
H -2.243 7.597 2.839
H -2.888 6.658 4.227
H -0.854 8.031 4.881
C 0.836 -1.559 -4.921
C 0.753 -2.985 -5.446
C -0.729 -3.234 -5.714
C -0.977 -4.545 -6.541
C -0.258 -4.483 -7.880
C 1.285 -4.174 -7.749
N 1.485 -3.065 -6.740
O 2.750 -2.561 -6.678
C 2.061 -5.402 -7.286
C 1.764 -3.805 -9.261
C 1.326 -3.959 -4.384
H 0.517 -0.915 -5.741
H 1.870 -1.265 -4.737
H 0.185 -1.434 -4.056
H -1.190 -3.434 -4.747
H -1.318 -2.453 -6.195
H -2.044 -4.571 -6.764
H -0.659 -5.409 -5.958
H -0.751 -3.702 -8.458
H -0.489 -5.374 -8.464
H 3.051 -4.967 -7.145
H 1.603 -5.866 -6.412
H 2.167 -6.165 -8.057
H 1.226 -2.907 -9.565
H 2.824 -3.584 -9.132
H 1.576 -4.584 -10.000
H 1.673 -4.961 -4.635
H 0.586 -4.068 -3.591
H 2.171 -3.429 -3.946
H 3.259 -3.238 -6.226
C 4.083 -5.981 1.821
C 3.968 -4.432 2.178
C 5.366 -3.812 1.912
C 5.738 -3.521 0.478
C 4.641 -2.766 -0.223
C 3.169 -3.351 -0.131
N 2.953 -3.778 1.312
O 1.657 -4.180 1.614
C 2.269 -2.210 -0.626
C 3.048 -4.543 -1.081
C 3.545 -4.311 3.719
H 4.507 -6.599 2.612
H 4.690 -6.195 0.941
H 3.148 -6.473 1.553
H 5.348 -2.991 2.628
H 6.050 -4.600 2.228
H 5.959 -4.438 -0.068
H 6.702 -3.015 0.512
H 4.924 -2.757 -1.275
H 4.681 -1.689 -0.059
H 2.377 -2.160 -1.710
H 1.199 -2.331 -0.458
H 2.608 -1.331 -0.078
H 3.764 -5.336 -0.862
H 2.070 -5.019 -1.141
H 3.283 -4.210 -2.092
H 3.154 -3.319 3.948
H 4.317 -4.719 4.371
H 2.633 -4.889 3.870
H 1.374 -3.447 2.167
C 4.245 0.877 -1.265
O 3.597 2.092 -1.663
H 3.836 0.666 -0.278
H 3.748 0.131 -1.885
H 5.303 0.979 -1.510
H 2.753 1.859 -2.058
C -5.810 3.338 -2.136
C -5.241 2.415 -0.985
C -5.058 1.000 -1.585
O -6.287 0.354 -1.642
C -6.341 -0.836 -2.420
N -3.965 2.971 -0.578
H -6.616 2.876 -2.705
H -4.973 3.594 -2.786
H -6.175 4.246 -1.656
H -5.969 2.358 -0.176
H -4.528 0.308 -0.931
H -4.613 0.909 -2.576
H -7.300 -1.342 -2.307
H -5.576 -1.517 -2.048
H -6.217 -0.663 -3.489
H -3.515 2.451 0.162
H -3.406 2.661 -1.360
C -0.943 -6.799 0.622
C -2.032 -5.968 -0.051
C -1.662 -4.469 -0.478
O -2.667 -3.769 -1.251
C -2.404 -2.437 -1.626
N -2.679 -6.828 -1.049
H -0.141 -7.132 -0.037
H -1.359 -7.700 1.073
H -0.553 -6.184 1.434
H -2.777 -5.866 0.738
H -0.739 -4.395 -1.052
H -1.479 -3.897 0.432
H -1.606 -2.326 -2.360
H -2.032 -1.882 -0.764
H -3.301 -1.928 -1.979
H -3.496 -6.310 -1.336
H -2.219 -6.982 -1.935
C 3.171 4.087 0.944
C 3.345 5.142 -0.105
C 4.782 5.285 -0.640
O 5.734 5.378 0.377
C 7.122 5.478 -0.083
N 2.429 4.720 -1.082
H 3.774 4.322 1.821
H 3.523 3.162 0.487
H 2.142 3.950 1.274
H 3.126 6.094 0.378
H 4.877 6.288 -1.055
H 5.094 4.447 -1.263
H 7.734 5.876 0.727
H 7.192 6.150 -0.938
H 7.459 4.474 -0.343
H 2.723 3.813 -1.416
H 1.544 4.416 -0.701
C 2.979 -0.181 4.572
C 2.575 -0.436 3.092
C 1.082 -0.693 2.857
O 0.791 -1.927 3.399
C -0.522 -2.324 3.054
N 2.933 0.812 2.470
H 2.339 0.546 5.072
H 3.931 0.288 4.821
H 2.825 -1.072 5.181
H 3.146 -1.235 2.619
H 0.880 -0.680 1.786
H 0.364 -0.013 3.314
H -0.624 -2.701 2.036
H -1.240 -1.518 3.206
H -0.937 -3.133 3.656
H 2.343 0.855 1.652
H 2.731 1.589 3.083
C 0.376 3.488 -5.967
C 0.491 4.662 -4.971
C -0.564 4.502 -3.870
O -0.510 5.619 -2.958
C -1.565 5.637 -1.980
N 1.827 4.560 -4.292
H -0.671 3.516 -6.267
H 0.737 2.600 -5.448
H 0.855 3.649 -6.933
H 0.400 5.587 -5.540
H -0.426 3.562 -3.335
H -1.507 4.448 -4.413
H -2.573 5.453 -2.351
H -1.675 6.646 -1.583
H -1.330 5.045 -1.096
H 2.485 4.536 -5.058
H 1.866 3.608 -3.958
*
```

Kohn-Sham gap (spin up / spin down)	6.5240 / 2.4656	eV
M	1295.67	g mol⁻¹



No. 2
# C57H139N8O12

A cluster of 11 separate species, C57H139N8O12 in total at a distorted geometry (ωB97M-V with the def2-TZVPD basis set, the OMol25 dataset).

Structure (ORCA input):
```
! wB97M-V def2-TZVPD RIJCOSX def2/J DEFGRID3
* xyz 5 1
C -10.445 -7.851 5.832
C -11.846 -7.462 6.327
C -13.002 -7.622 5.250
O -12.090 -8.031 7.570
H -9.702 -7.490 6.543
H -10.258 -7.376 4.869
H -10.437 -8.934 5.703
H -11.737 -6.384 6.441
H -12.963 -8.612 4.797
H -12.857 -6.835 4.510
H -13.992 -7.431 5.664
C -10.882 -1.202 1.568
C -9.493 -1.274 2.208
C -8.703 -0.009 1.787
N -7.191 0.015 2.156
C -6.354 -1.038 1.469
C -6.349 -0.784 -0.095
C -5.983 0.631 -0.509
C -6.651 1.720 0.339
C -6.589 1.380 1.821
C -7.018 -0.174 3.667
H -11.640 -0.961 2.314
H -11.225 -2.166 1.192
H -11.037 -0.457 0.788
H -8.932 -2.141 1.859
H -9.643 -1.347 3.286
H -9.152 0.857 2.273
H -8.884 0.177 0.729
H -6.653 -2.040 1.777
H -5.322 -0.795 1.723
H -7.301 -0.910 -0.611
H -5.678 -1.501 -0.568
H -6.255 0.803 -1.550
H -4.921 0.794 -0.323
H -7.673 1.864 -0.012
H -6.271 2.731 0.195
H -7.255 2.073 2.335
H -5.601 1.269 2.267
H -7.668 0.595 4.085
H -5.962 -0.006 3.880
H -7.340 -1.187 3.908
C -16.762 -11.330 -5.893
C -16.275 -11.116 -4.449
C -17.378 -10.487 -3.599
N -16.961 -10.527 -2.102
C -17.246 -11.949 -1.500
C -17.393 -12.094 0.025
C -18.236 -10.946 0.634
C -17.927 -9.531 -0.005
C -17.950 -9.548 -1.543
C -15.478 -10.011 -1.869
H -16.031 -11.670 -6.627
H -17.198 -10.437 -6.341
H -17.557 -12.075 -5.849
H -15.506 -10.344 -4.486
H -15.909 -12.094 -4.136
H -18.330 -11.016 -3.640
H -17.639 -9.484 -3.937
H -18.208 -12.231 -1.927
H -16.494 -12.663 -1.837
H -17.775 -13.076 0.304
H -16.405 -12.058 0.482
H -19.254 -11.220 0.359
H -18.287 -10.963 1.723
H -18.637 -8.841 0.452
H -16.997 -9.105 0.373
H -18.960 -9.789 -1.875
H -17.724 -8.550 -1.918
H -15.159 -10.027 -0.827
H -15.164 -9.167 -2.484
H -14.876 -10.796 -2.326
C -19.087 -5.921 9.584
C -18.525 -4.586 9.141
C -17.242 -4.125 9.894
N -16.663 -2.702 9.719
C -15.395 -2.758 10.626
C -15.696 -2.509 12.104
C -16.600 -1.310 12.340
C -17.850 -1.428 11.480
C -17.641 -1.569 9.988
C -16.364 -2.601 8.239
H -18.392 -6.761 9.562
H -19.809 -6.258 8.841
H -19.455 -5.960 10.610
H -19.326 -3.859 9.271
H -18.355 -4.709 8.071
H -16.400 -4.813 9.836
H -17.470 -4.206 10.957
H -14.832 -3.650 10.353
H -14.871 -1.894 10.217
H -16.201 -3.312 12.641
H -14.804 -2.374 12.714
H -16.757 -1.294 13.419
H -16.068 -0.400 12.065
H -18.538 -2.220 11.776
H -18.424 -0.521 11.672
H -18.591 -1.735 9.480
H -17.210 -0.645 9.602
H -15.726 -1.747 8.013
H -17.314 -2.402 7.744
H -15.917 -3.534 7.893
C -14.884 -13.620 8.668
N -14.492 -14.165 10.035
C -14.929 -13.056 10.988
C -15.258 -15.440 10.314
C -12.983 -14.456 10.150
C -12.286 -14.681 11.558
O -13.002 -15.715 12.324
H -15.940 -13.465 8.445
H -14.430 -14.203 7.867
H -14.368 -12.675 8.500
H -14.490 -12.071 10.832
H -14.657 -13.467 11.960
H -16.019 -13.042 10.981
H -14.890 -16.085 9.516
H -16.297 -15.172 10.121
H -15.151 -15.961 11.265
H -12.422 -13.695 9.608
H -12.773 -15.404 9.655
H -12.264 -13.799 12.198
H -11.288 -15.048 11.319
H -12.744 -15.607 13.242
C -7.112 -17.204 2.355
N -6.726 -16.335 3.558
C -7.490 -14.998 3.521
C -7.279 -17.026 4.860
C -5.211 -16.181 3.745
C -4.420 -15.906 2.400
O -4.873 -14.751 1.776
H -7.144 -16.692 1.393
H -8.092 -17.628 2.575
H -6.450 -18.067 2.430
H -7.389 -14.568 2.525
H -7.100 -14.390 4.338
H -8.526 -15.292 3.694
H -6.806 -17.973 5.119
H -8.358 -17.129 4.747
H -7.165 -16.245 5.613
H -4.915 -17.183 4.056
H -5.032 -15.536 4.606
H -4.328 -16.754 1.722
H -3.383 -15.663 2.630
H -4.277 -14.702 1.025
C 0.690 -8.284 3.281
N -0.032 -9.212 4.277
C 0.306 -10.642 3.933
C 0.479 -8.977 5.722
C -1.640 -9.095 4.286
C -2.154 -7.652 4.599
O -1.915 -6.871 3.451
H 0.181 -8.365 2.320
H 1.700 -8.684 3.190
H 0.575 -7.277 3.681
H -0.148 -10.941 2.989
H -0.075 -11.260 4.746
H 1.388 -10.770 3.921
H 0.629 -7.912 5.897
H 1.372 -9.594 5.830
H -0.237 -9.494 6.361
H -2.137 -9.833 4.915
H -1.799 -9.241 3.218
H -1.635 -7.248 5.469
H -3.221 -7.648 4.821
H -1.459 -6.096 3.787
C -8.152 -9.184 -2.061
N -7.728 -8.770 -3.475
C -6.786 -7.561 -3.381
C -6.977 -10.049 -4.107
C -9.045 -8.495 -4.333
C -9.459 -7.003 -4.285
O -9.709 -6.366 -3.074
H -8.568 -8.293 -1.592
H -7.229 -9.480 -1.562
H -8.938 -9.939 -2.062
H -6.329 -7.337 -4.345
H -6.014 -7.954 -2.721
H -7.224 -6.635 -3.006
H -7.722 -10.823 -4.291
H -6.277 -10.410 -3.354
H -6.461 -9.725 -5.011
H -9.812 -9.224 -4.070
H -8.883 -8.758 -5.379
H -10.338 -6.971 -4.929
H -8.747 -6.340 -4.777
H -10.203 -5.565 -3.266
C -10.482 -5.992 16.887
N -10.336 -7.109 15.898
C -9.485 -8.157 16.570
C -11.768 -7.604 15.447
C -9.672 -6.638 14.580
C -8.927 -7.571 13.679
O -9.790 -8.589 13.336
H -11.064 -6.466 17.678
H -10.917 -5.084 16.471
H -9.539 -5.642 17.307
H -10.168 -8.520 17.338
H -8.511 -7.755 16.849
H -9.307 -8.907 15.800
H -12.475 -7.715 16.269
H -11.533 -8.577 15.016
H -12.328 -7.058 14.688
H -8.936 -5.929 14.960
H -10.402 -6.038 14.036
H -7.968 -8.020 13.937
H -8.650 -7.021 12.779
H -10.333 -8.290 12.603
O -7.124 -2.911 9.405
C -7.350 -1.720 10.027
O -6.355 -0.867 10.191
O -8.450 -1.563 10.506
H -8.036 -3.169 9.249
O -5.041 -10.714 9.061
C -4.876 -12.042 9.092
O -5.918 -12.734 9.216
O -3.727 -12.497 8.805
H -5.999 -10.758 9.117
*
```

Kohn-Sham gap	2.7179	eV
M	1128.78	g mol⁻¹